No. 1
C22H32I2NO16S2 | the ωB97M-V functional and the def2-TZVPD basis

Last column: Löwdin charge in e.
Element x y z (Å)
1 C 5.44975 -2.54703 -0.85664  -0.0133
2 C 4.95294 -1.26966 -0.84608  -0.2201
3 C 4.62216 -0.56583 -2.11681  -0.2542
4 S 2.87750 -0.94795 -2.50688  0.5071
5 O 2.81936 -1.20780 -3.92640  -0.3386
6 O 2.47847 -2.07916 -1.69667  -0.3334
7 N 2.22982 0.43997 -2.04819  -0.3335
8 S 0.64388 0.56858 -2.05158  0.3886
9 O 0.05817 0.35875 -3.35246  -0.3239
10 O 0.34433 1.86845 -1.49568  -0.4162
11 C -0.03267 -0.59979 -0.87700  -0.8673
12 I 0.21521 0.03916 1.09957  0.9750
13 C -0.61764 -1.74427 -1.22083  -0.8411
14 C -0.79698 -2.22625 -2.63350  -0.1661
15 I -1.40990 -3.04578 0.21958  0.8216
16 H 6.42803 -2.75274 -1.28285  0.0447
17 H 4.87299 -3.35436 -0.41078  0.0541
18 H 4.79328 -0.70458 0.07059  0.1004
19 H 4.65873 0.51313 -1.96412  0.0779
20 H 5.23548 -0.90208 -2.95262  0.0984
21 H -1.59114 -1.62573 -3.08415  0.0890
22 H -1.13930 -3.25354 -2.67842  0.0128
23 H 0.10919 -2.11695 -3.22216  0.0765
24 C 1.82588 1.93365 7.23569  -0.0150
25 C 1.98125 1.26409 5.89507  -0.3135
26 C 0.89131 1.56564 4.89220  -0.0783
27 O 0.88686 0.37679 4.08364  -0.0694
28 C 1.32687 -0.64251 4.86077  -0.5797
29 O 1.25023 -1.79496 4.58191  0.1542
30 O 1.85373 -0.16601 6.01503  0.0785
31 H 1.98685 3.00770 7.14312  0.0918
32 H 0.82791 1.75866 7.63750  0.0788
33 H 2.54625 1.52935 7.94702  0.0859
34 H 2.96769 1.47765 5.47294  0.1574
35 H 1.09385 2.44740 4.28924  0.1477
36 H -0.09032 1.65780 5.34607  0.0944
37 C -4.18898 -1.74971 5.93505  -0.0204
38 C -2.92469 -0.94528 5.79693  -0.3099
39 C -1.96329 -1.03413 6.96375  -0.0749
40 O -1.29499 0.23315 6.89240  0.0442
41 C -2.14658 1.11186 6.31177  -0.5755
42 O -1.97069 2.28897 6.26899  0.1536
43 O -3.20788 0.47367 5.78332  0.0987
44 H -3.96652 -2.81474 5.87529  0.0927
45 H -4.67909 -1.54131 6.88772  0.0876
46 H -4.88996 -1.49264 5.14221  0.0898
47 H -2.41744 -1.18792 4.85931  0.1661
48 H -1.24476 -1.84526 6.87846  0.1435
49 H -2.47956 -1.09840 7.92497  0.1377
50 C 0.44881 4.69440 -3.66483  -0.0182
51 C 1.79479 5.34565 -3.79437  -0.3206
52 C 2.73851 5.08259 -2.64230  -0.0775
53 O 3.57079 6.25858 -2.66555  0.0571
54 C 2.84310 7.26333 -3.20149  -0.5809
55 O 3.16570 8.41086 -3.19056  0.1414
56 O 1.70306 6.79019 -3.74780  0.0795
57 H 0.54723 3.61270 -3.75944  0.0870
58 H -0.00098 4.91496 -2.69655  0.0929
59 H -0.23785 5.05925 -4.42940  0.0848
60 H 2.26048 5.07988 -4.74754  0.1574
61 H 3.33986 4.18652 -2.76442  0.1412
62 H 2.21899 5.04153 -1.68358  0.1416
63 C -4.72645 -2.46113 -6.53538  -0.0232
64 C -4.02118 -3.75151 -6.20873  -0.3350
65 C -4.77835 -4.69925 -5.30142  -0.1010
66 O -3.71886 -5.40711 -4.65217  0.0606
67 C -2.63355 -4.58429 -4.62841  -0.5440
68 O -1.65054 -4.77249 -3.99555  0.1645
69 O -2.84320 -3.50988 -5.42680  0.0905
70 H -5.58247 -2.64890 -7.18433  0.0872
71 H -5.07159 -1.96973 -5.62491  0.0908
72 H -4.04690 -1.77450 -7.03827  0.0902
73 H -3.71165 -4.26031 -7.12702  0.1569
74 H -5.42598 -5.39180 -5.83372  0.1344
75 H -5.35730 -4.16760 -4.54173  0.1378

Computed properties:
* orbital gap: 7.2 eV
* LUMO energy: 1.97 eV
* total energy: -95454.0146 eV
* net charge: -1



No. 2
C29H33MoN2O3SSi2 | the ωB97M-V functional and the def2-TZVPD basis

Last column: Löwdin charge in e.
Element x y z (Å)
1 Mo -0.31815 0.18997 0.50473  1.2284
2 O -1.49562 0.34029 2.01940  -0.3196
3 N -1.53569 1.43919 2.84248  -0.1567
4 C -2.39225 1.42552 3.88059  0.0292
5 C -2.46704 2.52913 4.68959  0.0211
6 C -1.66292 3.63678 4.41114  0.0259
7 C -0.79197 3.60401 3.33520  -0.0150
8 C -0.73876 2.46849 2.54145  -0.5439
9 S 0.41158 2.19946 1.23662  0.7720
10 H -2.97162 0.52275 4.01058  0.1578
11 H -3.14580 2.52410 5.53026  0.1399
12 H -1.71512 4.51830 5.03605  0.1417
13 H -0.14871 4.44042 3.09901  0.1348
14 C 1.99426 -0.73026 -1.79660  -0.1593
15 Si 2.55661 0.39744 -0.44572  0.6948
16 C 2.79494 2.16341 -0.90305  -0.2013
17 C 3.75775 -0.39961 0.67738  -0.3243
18 C 5.13075 -0.30589 0.44153  -0.0563
19 C 6.00317 -1.14028 1.12911  -0.0251
20 C 5.51563 -2.06321 2.04400  -0.0208
21 C 4.15148 -2.14278 2.30359  -0.0566
22 C 3.26503 -1.31104 1.62255  -0.3251
23 Si 1.53086 -1.09149 2.20421  0.6097
24 C 1.50307 0.08080 3.65293  -0.1952
25 C 0.63236 -2.64616 2.71282  -0.1886
26 H 2.92926 -1.08093 -2.25287  0.0761
27 H 1.39059 -0.23493 -2.55291  0.0340
28 H 1.47410 -1.61896 -1.43769  0.0182
29 H 3.45285 2.16838 -1.78161  0.0693
30 H 3.29054 2.73163 -0.11648  0.0554
31 H 1.87358 2.66963 -1.19099  0.0122
32 H 5.52697 0.39992 -0.27998  0.1184
33 H 7.06695 -1.07229 0.94542  0.1276
34 H 6.20109 -2.71447 2.56962  0.1277
35 H 3.79146 -2.84470 3.04741  0.1186
36 H 2.14535 -0.38447 4.40952  0.0649
37 H 0.51479 0.18208 4.10543  0.0335
38 H 1.92033 1.06211 3.43202  0.0304
39 H 0.91624 -2.81878 3.75666  0.0614
40 H 0.94955 -3.52056 2.14665  0.0377
41 H -0.45614 -2.57771 2.70177  0.0289
42 C -2.88002 -1.75304 -4.75151  0.0006
43 O -2.91431 -1.28015 -3.39098  -0.0581
44 C -2.15124 -1.88908 -2.47915  -0.2194
45 C -1.18086 -2.85520 -2.76061  0.0498
46 C -0.45420 -3.44513 -1.74307  -0.0298
47 C -0.66730 -3.09158 -0.41521  -0.0669
48 C -1.62490 -2.12906 -0.11327  -0.1074
49 C -2.36053 -1.53376 -1.14392  -0.1845
50 N -3.41970 -0.63192 -0.81562  0.1626
51 C -3.63178 0.55985 -1.30840  0.0590
52 C -2.77034 1.39217 -2.08397  -0.1233
53 C -3.44123 2.32896 -2.89974  0.0206
54 C -2.76247 3.10111 -3.81331  -0.0138
55 C -1.37718 2.97829 -3.90368  0.0109
56 C -0.68384 2.11466 -3.06867  0.0221
57 C -1.35567 1.32943 -2.15009  -0.2645
58 O -0.63273 0.55616 -1.30706  -0.3212
59 H -3.63902 -1.18441 -5.27694  0.1078
60 H -3.12273 -2.81433 -4.79552  0.1127
61 H -1.90299 -1.56560 -5.19693  0.1059
62 H -1.01423 -3.16312 -3.78307  0.1305
63 H 0.27000 -4.21137 -1.98639  0.1358
64 H -0.14201 -3.60279 0.37556  0.0960
65 H -1.93657 -1.95668 0.91665  0.1093
66 H -4.18248 -1.03389 -0.27962  0.1919
67 H -4.62646 0.94768 -1.10857  0.1663
68 H -4.51915 2.40667 -2.82318  0.1365
69 H -3.29483 3.79453 -4.44829  0.1324
70 H -0.82867 3.58098 -4.61562  0.1352
71 H 0.39606 2.05535 -3.11164  0.1211

Computed properties:
* orbital gap (spin up / spin down): 6.7 / 6.6 eV
* LUMO energy (spin up / spin down): -10.08 / -10.16 eV
* total energy: -68151.2604 eV
* net charge: +3



No. 3
C5H8N2 | the ωB97M-V functional and the def2-TZVPD basis

Last column: Löwdin charge in e.
Element x y z (Å)
1 N 2.40932 -0.31571 -0.29430  0.0078
2 C 1.54358 -0.11151 0.81787  -0.2368
3 C 0.81125 0.95224 1.05578  -0.2015
4 N 0.03712 1.88466 1.28148  0.1382
5 C -0.81478 -0.42339 -1.02585  -0.0894
6 C -1.83902 0.35451 -0.87616  -0.0958
7 C -1.90737 -0.95543 -0.14745  -0.1586
8 H 3.35820 -0.44030 0.04684  0.0729
9 H 2.41590 0.50061 -0.89701  0.0779
10 H 1.43525 -0.94363 1.50589  0.1134
11 H 0.12491 -0.66080 -1.50097  0.0873
12 H -0.86334 1.67735 0.82521  0.0420
13 H -2.38665 1.22738 -1.19565  0.0950
14 H -2.55784 -1.74425 -0.53335  0.0734
15 H -1.76652 -1.00172 0.93768  0.0740

Computed properties:
* orbital gap: 9.2 eV
* LUMO energy: 0.89 eV
* total energy: -8290.3870 eV
* SMILES: C1=CC1.N=C=CN
* energy relative to the best compared isomer or geometry (same formula, charge and spin): 444.7 kJ/mol